Below is a structure of composition C37H35Cl2FN7O2STi, with properties calculated with ωB97M-V with the def2-TZVPD basis set.

```
86
Properties=species:S:1:pos:R:3:forces:R:3
Ti 0.59003 -0.11835 0.56692 -0.09 -0.12 0.24
Cl -5.53035 -2.40354 2.20401 -0.02 -0.02 -0.01
Cl -4.87379 -0.40032 4.58886 0.00 0.01 0.03
S 1.85511 -1.57372 3.40608 -0.06 0.08 -0.14
F 0.32735 -2.37207 0.79773 -0.01 0.00 -0.17
O -0.94069 2.50598 3.52661 -0.01 0.02 -0.06
O -3.28844 -0.08391 -1.44657 0.01 0.01 -0.02
N -1.39374 -0.49146 -0.22197 0.28 0.10 0.00
N 2.14782 -0.90937 -0.43778 -0.22 0.22 0.10
N -0.69286 -2.30122 3.59672 -0.05 0.04 -0.02
N 1.92034 1.34110 1.83496 -0.10 -0.02 -0.19
N -0.66077 0.88604 1.89133 0.16 0.07 -0.16
N -0.10803 -0.88796 -2.74789 0.01 -0.01 0.04
N -0.07550 -0.50038 4.85831 -0.03 -0.01 -0.04
C 5.83118 -0.48911 -0.52627 -0.02 0.01 0.02
C -3.87093 -0.47542 3.17760 0.05 -0.01 -0.06
C -0.29367 -1.23527 -5.11161 0.01 -0.01 0.00
C -4.16265 -1.34476 2.13103 0.02 0.03 0.01
C 5.26364 -3.43988 0.03905 -0.01 -0.01 -0.01
C 3.41626 -0.33736 -0.71881 0.12 -0.05 0.03
C 2.15804 -4.05430 -2.45081 0.00 -0.03 0.00
C 1.90435 -2.18788 -0.92446 0.10 -0.09 -0.10
C -2.21588 -0.63571 -3.84562 -0.01 0.03 -0.02
C 1.72015 3.29388 3.21107 0.12 -0.13 0.06
C 2.47411 1.89510 -1.83953 -0.02 0.01 -0.01
C -1.92072 0.28056 1.99320 0.00 0.06 0.12
C 0.50419 -4.19581 -0.72418 0.01 0.03 0.09
C -0.27935 1.89120 2.69988 0.02 -0.06 0.18
C 3.24420 1.51706 1.81538 -0.01 0.05 0.03
C 0.27138 -1.44410 3.97069 0.02 -0.05 0.15
C 1.13770 -4.75694 -1.82720 0.00 -0.03 -0.01
C 2.31433 1.79135 -3.36099 0.00 -0.03 0.02
C 0.42650 -1.18658 -3.93082 0.03 0.00 -0.01
C -3.36756 -1.35336 0.99700 -0.01 0.01 0.00
C 5.08458 -1.91372 2.02624 -0.01 -0.01 0.01
C 3.55136 0.92266 -1.33565 0.00 -0.01 -0.01
C -1.40814 -0.62633 -2.71040 0.03 0.06 -0.02
C 1.18756 2.19528 2.56047 -0.03 0.12 -0.02
C 4.52011 -2.24681 0.64128 0.02 0.00 -0.02
C -2.75501 0.34504 3.10805 -0.07 -0.10 -0.04
C 4.57669 -1.01419 -0.25438 -0.08 -0.01 -0.03
C 0.92146 -2.95942 -0.31398 0.02 0.02 -0.09
C 4.84304 1.41172 -1.55536 -0.01 0.01 0.02
C 2.54055 -2.79626 -2.01093 0.05 0.06 0.06
C -2.09470 -0.35259 -1.39052 -0.05 -0.03 0.07
C 3.08974 3.48860 3.15633 0.02 0.01 -0.03
C 5.97545 0.71737 -1.18867 0.01 0.01 0.00
C 3.86436 2.56958 2.46692 0.00 0.02 0.01
C -1.64861 -0.94798 -5.06584 -0.01 0.00 0.02
C 1.09717 1.95107 -1.17654 -0.11 -0.22 -0.07
C -2.25531 -0.52730 0.90224 -0.05 -0.02 0.15
H 4.85095 -3.71461 -0.93080 0.00 -0.02 -0.02
H 0.61289 0.18810 5.10377 0.00 0.01 0.00
H 3.48415 -2.53968 0.79207 -0.04 0.03 -0.01
H 2.91052 2.87864 -1.64012 0.00 0.01 -0.05
H 2.66540 -4.48965 -3.30250 0.00 0.00 0.00
H -3.63723 -1.99637 0.17240 0.00 -0.01 0.00
H 4.94024 2.66075 2.41573 0.00 0.00 0.00
H 4.96264 -2.76559 2.69751 0.00 -0.01 -0.01
H -2.54409 1.03995 3.90475 0.00 -0.01 0.01
H 1.12132 2.40281 -0.18664 -0.02 -0.07 0.03
H -0.28631 -4.70481 -0.18946 -0.01 0.00 -0.01
H 3.28364 1.71973 -3.85417 0.00 0.02 0.00
H 6.71161 -1.01682 -0.18023 -0.01 0.00 0.00
H 3.82778 0.80259 1.25608 -0.01 0.00 0.04
H 0.59006 0.97500 -1.20352 0.00 -0.07 -0.20
H 6.32648 -3.22460 -0.09247 -0.01 0.01 0.01
H -1.03752 -0.33352 5.10570 0.00 0.01 0.00
H 0.20024 -1.49149 -6.03902 0.01 0.00 0.00
H 0.41856 2.55134 -1.78643 0.06 0.12 0.06
H 4.94938 2.37817 -2.03590 0.00 0.00 0.00
H -3.26366 -0.40246 -3.73359 0.00 -0.01 0.00
H 1.79561 2.67091 -3.74741 -0.01 -0.01 0.00
H -0.46228 -2.96304 2.87721 0.00 0.01 0.00
H 0.83919 -5.73304 -2.18233 0.00 0.00 0.00
H 1.05116 3.94328 3.75653 -0.01 -0.01 0.01
H 6.14854 -1.67148 1.97622 0.00 0.01 -0.01
H 6.95793 1.12527 -1.38800 0.00 0.00 0.00
H -2.25112 -0.97152 -5.96464 0.00 0.00 0.00
H 1.48828 -1.39674 -3.93567 0.04 -0.02 0.02
H 3.54732 4.33546 3.65089 0.00 0.00 0.00
H -1.66808 -2.08230 3.74177 0.00 0.00 0.00
H 1.72874 0.91570 -3.62925 0.00 -0.06 -0.01
H 5.18251 -4.30505 0.69948 -0.01 0.00 0.00
H 3.33854 -2.26261 -2.51210 0.00 0.02 -0.01
H 4.56117 -1.06825 2.47382 0.01 0.02 0.03
```
Forces are in eV/Å.

The frontier orbital gap (alpha / beta) is 7.3 / 7.4 eV. Its spin multiplicity is 2. As for the expectation value of S²: 0.75. Its relative energy (zero: lowest compared OMol25 entry of this formula, charge and spin) is 153.5 kJ/mol. The total charge is 0. As for the calculated total energy: -115180.4404 eV.

***

Below is a structure of composition C37H35Cl2P2PdS3, with properties calculated with ωB97M-V with the def2-TZVPD basis set.

```
80
Properties=species:S:1:pos:R:3:forces:R:3
Pd 0.39146 1.08493 0.15446 0.10 -0.54 -0.03
Cl 0.69617 1.69349 3.57599 0.02 -0.02 -0.02
Cl -3.25041 4.56425 1.12044 0.00 -0.03 -0.23
S -0.43362 3.19804 0.79002 0.18 -0.08 0.50
S 2.59159 1.64786 1.02875 -0.20 0.04 0.24
S 1.10683 2.42728 -1.79556 0.67 0.59 -0.23
P 1.12067 -1.43000 -0.08528 0.59 0.56 -0.01
P -1.73782 -1.15483 -0.16505 -0.29 -0.05 0.16
C 3.11030 2.82250 0.05307 0.01 0.14 -0.42
C 2.30126 -4.99059 -1.77516 0.01 0.02 0.01
C -1.34014 3.01731 2.31341 -0.10 0.03 -0.07
C 5.21105 -1.06715 0.46948 0.00 0.01 -0.04
C -5.67949 -1.71535 -1.16325 0.00 0.01 -0.01
C 3.32169 -0.49766 -1.47982 -0.03 -0.02 0.00
C -3.37551 3.56428 3.57311 0.00 0.02 -0.07
C -1.65240 0.27584 -1.27515 -0.27 -0.06 0.01
C -0.52104 -1.71017 2.22344 0.01 0.22 0.09
C -1.65683 2.29824 4.63773 -0.01 -0.04 0.05
C -0.89800 2.38651 3.48556 0.15 0.00 -0.18
C -2.43460 2.36380 -2.18852 0.14 -0.02 -0.05
C 2.26952 -3.71451 -1.23454 0.00 0.01 -0.03
C 1.12409 -5.67405 -2.02968 -0.01 -0.02 -0.01
C -2.90842 2.88242 4.67872 -0.02 -0.01 0.09
C -1.37631 -0.61558 1.56420 -0.28 -0.26 -0.02
C 5.60045 -0.46046 -0.71531 0.01 -0.01 0.02
C -2.46156 1.40764 -1.18335 -0.06 0.08 0.02
C 2.91543 -1.09751 -0.28831 0.09 0.01 0.25
C -1.60402 2.20157 -3.28899 -0.44 0.16 0.03
C -0.80200 1.08173 -3.39681 -0.16 -0.59 -0.19
C 0.92434 -1.69097 1.72175 0.03 -0.38 0.06
C 1.05439 -3.08991 -0.92353 -0.03 0.11 -0.02
C -0.12157 -3.78706 -1.20117 0.03 -0.10 -0.03
C -0.83295 0.12109 -2.39951 -0.11 -0.13 -0.46
C -5.35377 -2.64060 1.02594 0.00 0.00 -0.01
C -4.02679 -2.24128 0.99573 0.00 0.02 0.00
C -2.60496 3.62807 2.42379 0.08 -0.06 -0.01
C 3.01072 4.32175 -2.01510 0.04 -0.01 0.01
C -0.08514 -5.06284 -1.74517 -0.02 0.01 0.00
C -6.18476 -2.37495 -0.05320 0.00 0.00 0.01
C -4.35193 -1.31282 -1.19518 0.01 -0.03 -0.02
C 3.87687 -1.39321 0.67913 -0.10 0.11 -0.03
C -3.51362 -1.55898 -0.10938 -0.08 0.00 0.04
C 4.35989 3.57583 0.40229 -0.01 -0.05 0.06
C 4.65319 -0.18399 -1.69493 0.00 0.01 -0.01
C 2.41508 3.19506 -1.22698 0.20 0.02 0.29
H -0.16791 0.94516 -4.26313 0.01 -0.01 0.00
H 5.94547 -1.29520 1.23061 0.00 0.00 0.00
H 1.45258 -2.59901 2.02248 -0.04 -0.02 0.00
H 6.64118 -0.21475 -0.88181 -0.01 0.00 0.00
H 2.58786 -0.27406 -2.24688 -0.02 0.01 -0.01
H 3.25712 -5.44477 -2.00046 0.00 0.00 0.00
H 3.11119 5.21096 -1.39023 0.01 0.01 0.00
H -0.23368 -0.77761 -2.49631 -0.02 0.01 -0.03
H 4.10562 4.61289 0.63440 0.00 0.01 -0.01
H -0.82926 0.34055 1.54817 -0.04 0.08 0.36
H -3.39333 -2.46687 1.84581 0.00 0.01 0.01
H -6.32110 -1.50929 -2.00997 0.00 0.00 0.00
H -3.12329 1.53484 -0.33413 0.01 0.02 0.00
H 3.59236 -1.87409 1.60584 0.00 -0.01 0.01
H 5.06151 3.59031 -0.43174 0.00 -0.01 -0.01
H 4.01240 4.05345 -2.35819 0.01 0.03 -0.01
H -7.22114 -2.68423 -0.02972 0.00 0.00 0.00
H -5.73851 -3.16159 1.89285 0.00 0.00 0.00
H -3.06023 3.23569 -2.11667 -0.13 0.18 0.07
H 3.21164 -3.21597 -1.06931 -0.02 -0.03 0.02
H 4.95481 0.27249 -2.62949 0.00 -0.01 0.00
H 2.39484 4.55926 -2.87671 0.00 -0.01 0.00
H -3.97335 -0.80192 -2.07171 0.00 0.02 -0.01
H -4.33552 4.06002 3.58665 0.00 0.00 0.00
H -3.50492 2.83021 5.57873 0.00 -0.01 0.00
H 1.14982 -6.66974 -2.45212 0.00 0.00 0.00
H -0.50234 -1.56305 3.30577 -0.01 0.00 -0.01
H -1.24787 1.79124 5.50016 0.00 0.00 0.00
H 4.84516 3.13736 1.26959 0.00 0.01 0.00
H -1.59477 2.94983 -4.07102 0.01 0.02 0.02
H -1.01668 -5.57501 -1.94701 0.00 0.00 0.00
H 1.43129 -0.84513 2.19108 0.08 0.06 -0.04
H -0.96739 -2.69291 2.05090 -0.02 0.03 -0.07
H -1.08005 -3.34302 -0.99886 -0.01 -0.03 0.03
H -2.29080 -0.41104 2.12433 0.00 -0.01 -0.03
```
Forces are in eV/Å.

The frontier orbital gap (alpha / beta) is 5.4 / 5.6 eV. Its spin multiplicity is 1. Its relative energy (zero: lowest compared OMol25 entry of this formula, charge and spin) is 345.1 kJ/mol. The total charge is +1. As for the calculated total energy: -118538.8166 eV.